Entry 1:
{
  "formula": "C3H10NOS",
  "method": "wB97M-V/def2-TZVPD",
  "gap_ev": 6.001,
  "e_lumo_ev": 3.291,
  "homo_energy_ev": -2.71,
  "total_charge": -1,
  "elements": ["C", "C", "S", "H", "H", "H", "H", "H", "H", "N", "C", "O", "H", "H", "H", "H"],
  "xyz": [[-1.3819, -1.4510, 0.8306], [-0.2108, -0.4993, 0.9655], [1.1312, -1.2652, 2.0003], [-1.0697, -2.3616, 0.3261], [-1.7372, -1.6518, 1.8410], [-2.2022, -0.9467, 0.3225], [-0.4130, 0.4201, 1.4958], [0.2227, -0.2285, 0.0144], [0.9237, -0.5986, 3.1424], [-0.6366, 0.9766, -3.0001], [0.2684, 1.6482, -1.8786], [-0.2555, 1.7868, -0.7090], [0.0988, 0.6018, -3.5970], [-1.0253, 1.7604, -3.5202], [0.6054, 2.5835, -2.4104], [1.1837, 0.9866, -1.9347]]
}



Entry 2:
{
  "formula": "C3H5NO4",
  "method": "wB97M-V/def2-TZVPD",
  "gap_ev": 9.366,
  "e_lumo_ev": 0.779,
  "homo_energy_ev": -8.59,
  "total_charge": 0,
  "smiles": "CO/C(=N/O)OC=O",
  "elements": ["C", "O", "C", "N", "O", "O", "C", "O", "H", "H", "H", "H", "H"],
  "xyz": [[-1.6702, 0.6090, -1.4296], [-0.3251, 1.0988, -0.9302], [0.4942, 0.3695, -0.4689], [0.0387, -0.8280, -0.1588], [0.7899, -1.5658, 0.7113], [1.6325, 0.8395, 0.1822], [1.5071, 0.3891, 1.5177], [0.4482, 0.3040, 2.1442], [-1.4119, -0.5127, -1.8142], [-1.9042, 1.3488, -2.3863], [-2.3192, 0.1556, -0.5459], [0.2629, -2.4526, 0.9696], [2.4572, 0.2447, 2.2088]]
}



Entry 3:
{
  "formula": "C17H36IN4O12P3Sb",
  "method": "wB97M-V/def2-TZVPD",
  "gap_ev": 6.275,
  "e_lumo_ev": 2.060,
  "homo_energy_ev": -4.22,
  "total_charge": -1,
  "elements": ["C", "C", "Sb", "C", "O", "N", "O", "C", "C", "N", "N", "N", "P", "P", "O", "O", "O", "P", "O", "I", "H", "H", "H", "H", "H", "H", "H", "H", "H", "H", "H", "H", "H", "H", "H", "H", "H", "H", "O", "C", "O", "C", "C", "C", "H", "H", "H", "H", "H", "H", "O", "C", "O", "C", "C", "C", "H", "H", "H", "H", "H", "H", "O", "C", "O", "C", "C", "C", "H", "H", "H", "H", "H", "H"],
  "xyz": [[1.1891, 3.4103, -2.5794], [0.4931, 2.6788, -3.4406], [0.2373, 0.5193, -3.0139], [0.1972, -1.6711, -2.5892], [1.4840, -2.2649, -2.8803], [2.3587, -2.2174, -1.7507], [2.1359, -3.0821, -1.0012], [-1.8961, 0.6911, -3.6168], [-2.9564, -0.3478, -3.2209], [-2.9614, -0.8224, -1.8505], [-4.2680, 0.3063, -3.4736], [-2.9389, -1.5300, -4.0823], [-0.4053, 0.9819, -0.4922], [-1.7868, 2.5710, -0.1633], [-1.6306, 3.0732, 1.2191], [-1.6925, 3.8286, -1.1843], [-3.3025, 2.0048, -0.3409], [1.0132, -0.1507, -5.4421], [-0.0832, 0.6177, -6.4639], [2.9690, 1.2794, -5.7092], [0.8922, 4.4003, -2.2412], [2.0764, 2.9808, -2.1129], [0.0183, 3.1073, -4.3235], [1.9127, 0.4795, -2.4475], [-0.5220, -2.2385, -3.1773], [-0.0374, -1.8120, -1.5278], [-2.2044, 1.6818, -3.2615], [-1.9132, 0.7776, -4.7077], [-2.3426, -1.5909, -1.6503], [-2.9514, -0.1036, -1.1447], [-4.9673, -0.1398, -2.8907], [-4.2392, 1.2911, -3.2447], [-2.6930, -2.3637, -3.5709], [-2.3227, -1.4088, -4.8719], [0.7444, 1.5602, 0.0682], [-2.4489, 3.9331, -1.7697], [-3.7275, 2.2909, -1.1570], [-0.8181, 0.0212, -6.6448], [5.1984, -4.3242, 4.2459], [4.6652, -4.7100, 3.2441], [4.3470, -3.8837, 2.2278], [3.6136, -4.5987, 1.2061], [3.9817, -6.0629, 1.4103], [4.2079, -6.1213, 2.9195], [2.5506, -4.4156, 1.3586], [3.8989, -4.2196, 0.2322], [3.2165, -6.7457, 1.0480], [4.9126, -6.2876, 0.8869], [3.2814, -6.3143, 3.4645], [4.9649, -6.8418, 3.2169], [0.5374, 6.6731, 0.6320], [-0.4182, 6.8852, 1.3127], [-0.3216, 7.5612, 2.4955], [-1.5926, 7.5892, 3.1566], [-2.6240, 7.3730, 2.0555], [-1.8587, 6.4723, 1.0852], [-1.6131, 6.7906, 3.9018], [-1.6985, 8.5466, 3.6632], [-3.5550, 6.9442, 2.4214], [-2.8575, 8.3256, 1.5756], [-1.9673, 5.4155, 1.3340], [-2.1446, 6.6334, 0.0498], [0.3127, -5.0955, 2.3422], [0.4728, -4.5022, 3.3680], [0.6134, -5.1365, 4.5585], [0.6993, -4.1744, 5.6257], [1.1607, -2.8810, 4.9633], [0.5347, -3.0008, 3.5745], [-0.2892, -4.0789, 6.0808], [1.3960, -4.5472, 6.3724], [0.8647, -1.9901, 5.5123], [2.2482, -2.8781, 4.8765], [-0.4824, -2.6074, 3.5383], [1.1319, -2.5347, 2.7954]]
}



Entry 4:
{
  "formula": "C22H33CaO18Pt2",
  "method": "wB97M-V/def2-TZVPD",
  "spin_multiplicity": 5,
  "gap_ev": [5.580, 3.605],
  "e_lumo_ev": [-11.246, -13.221],
  "homo_energy_ev": [-16.83, -16.83],
  "total_charge": 3,
  "elements": ["Ca", "Pt", "Pt", "C", "C", "O", "O", "H", "H", "H", "C", "C", "O", "O", "H", "H", "H", "C", "C", "O", "O", "H", "H", "H", "C", "C", "C", "O", "C", "O", "O", "H", "H", "H", "H", "H", "H", "C", "C", "C", "O", "C", "O", "O", "H", "H", "H", "H", "H", "H", "C", "C", "C", "O", "C", "O", "O", "H", "H", "H", "H", "H", "H", "C", "C", "C", "O", "C", "O", "O", "H", "H", "H", "H", "H", "H"],
  "xyz": [[9.4813, 11.7465, -16.3898], [9.8142, 10.2561, -20.1302], [12.4487, 10.4708, -14.0888], [5.9030, 10.6240, -18.7516], [7.3978, 10.5069, -19.0553], [7.8956, 9.4917, -19.6338], [8.1850, 11.4207, -18.6832], [5.4997, 11.4298, -19.3713], [5.8024, 10.9680, -17.7254], [5.3549, 9.7382, -19.0602], [8.3353, 9.1057, -12.8929], [9.0567, 9.7078, -14.0760], [8.3981, 10.1780, -15.0348], [10.2844, 10.0298, -13.8857], [7.3458, 9.5030, -12.6639], [8.8286, 9.2130, -11.9280], [8.2084, 8.0551, -13.1771], [12.8284, 9.2670, -17.9001], [11.6288, 9.9710, -17.3311], [10.4846, 9.9888, -17.8992], [11.7107, 10.7514, -16.3342], [13.2599, 9.9249, -18.6569], [12.7001, 8.2418, -18.2404], [13.5432, 9.2483, -17.0751], [11.2407, 6.4147, -15.1978], [10.1108, 6.7974, -16.0988], [10.3029, 6.2594, -17.5358], [8.9572, 5.9144, -17.8862], [8.2390, 5.7603, -16.7504], [7.1862, 5.2030, -16.7116], [8.9331, 6.1122, -15.6641], [12.1144, 6.9018, -15.6551], [11.4196, 5.3456, -15.3129], [11.1567, 6.6270, -14.1341], [9.8791, 7.8696, -16.1556], [10.9380, 5.3712, -17.5375], [10.7183, 6.9878, -18.2312], [17.0812, 8.0697, -20.5688], [15.6739, 8.2493, -19.9813], [14.4856, 7.8888, -20.9120], [13.9820, 6.6771, -20.3321], [14.6797, 6.3364, -19.2151], [14.4088, 5.4685, -18.4508], [15.6008, 7.2616, -18.9373], [17.7022, 7.4768, -19.9040], [17.5649, 9.0443, -20.6667], [17.0837, 7.6385, -21.5684], [15.3775, 9.1668, -19.4705], [14.8500, 7.6290, -21.9042], [13.7682, 8.7082, -20.9562], [17.4632, 10.4422, -11.6794], [17.1265, 11.1268, -13.0107], [17.6645, 10.3209, -14.2572], [16.5266, 10.3933, -15.2024], [15.4999, 10.8800, -14.5685], [14.3851, 11.0456, -15.0904], [15.7019, 10.9817, -13.2765], [18.3249, 10.8231, -11.1407], [17.7281, 9.4169, -11.9513], [16.5780, 10.2994, -11.0626], [17.1940, 12.2153, -12.9985], [17.7343, 9.2695, -14.0072], [18.5241, 10.8773, -14.6150], [14.5124, 14.4697, -15.8250], [15.3972, 14.0694, -17.0207], [14.6206, 13.1994, -18.0737], [14.8459, 13.9940, -19.2033], [15.4755, 15.1812, -18.9705], [15.7111, 15.9578, -19.8163], [15.8941, 15.1816, -17.6829], [13.4669, 14.5742, -16.1144], [14.9212, 15.3177, -15.2808], [14.5884, 13.6330, -15.1244], [16.2013, 13.4290, -16.6425], [13.5934, 13.1515, -17.6924], [14.9975, 12.1962, -18.2778]]
}



Entry 5:
{
  "formula": "C3H5F2N2",
  "method": "wB97M-V/def2-TZVPD",
  "gap_ev": 11.289,
  "e_lumo_ev": -4.777,
  "homo_energy_ev": -16.07,
  "total_charge": 1,
  "smiles": "F[C@H]1NC=[NH+][C@@H]1F",
  "elements": ["F", "C", "N", "C", "N", "C", "F", "H", "H", "H", "H", "H"],
  "xyz": [[1.8378, 1.2621, 0.4941], [0.8827, 0.7599, -0.3535], [0.8989, -0.6687, -0.6796], [-0.0785, -1.3384, 0.0172], [-1.0455, -0.6140, 0.5638], [-0.7745, 0.8278, 0.3166], [-1.6414, 1.3937, -0.4779], [0.8602, 1.4976, -1.2871], [1.6087, -1.1397, -1.2383], [-0.1153, -2.4158, 0.2372], [-1.8926, -0.8742, 1.1051], [-0.5406, 1.3097, 1.3024]]
}



Taking the records one at a time from the top gives maximum force values of 0.0206; 0.2104; 0.0378; 0.0667; 0.0974 hartree/bohr.
Taking the records one at a time from the top gives E_tot values of -648.4549; -472.8229; -3353.2215; -3127.5537; -426.2615 hartree.